ORCA calculation (the ωB97M-V functional and the def2-TZVPD basis) on a structure of composition C26H34AuCl3N3PSi2 at a distorted geometry.

Properties
LUMO ... -9.0004 eV
Net charge ... +2
HOMO-LUMO gap ... 5.4 eV
M ... 779.05 g/mol
Maximum force ... 0.025 Eh/bohr
2S+1 ... 1
Energy above the lowest of the compared OMol25 structures with the same formula, charge and spin ... 145.4 kJ/mol

XYZ file:
```
70
Properties=species:S:1:pos:R:3:forces:R:3
H -2.197122 2.782262 -0.658799 -0.1 0.0 0.1
N -1.333115 2.267508 -0.585011 0.2 -0.2 0.1
H -5.766581 1.206862 3.698219 0.0 0.0 0.0
H -1.979998 0.053441 -1.613395 -0.1 0.0 -0.1
H -3.638347 1.502239 4.916718 0.0 0.0 0.0
H 0.918302 -3.578187 2.308079 0.0 0.0 0.0
H 0.533140 -5.406409 -1.529614 0.0 0.0 0.0
H 3.616583 -3.669081 -1.065441 0.0 0.0 0.1
H 1.986165 -2.219036 1.915977 0.0 0.0 0.1
C 2.233178 3.406365 2.715670 0.0 0.0 0.0
Si 1.316861 -3.482774 -0.151553 0.6 0.4 1.0
H -5.781484 1.077618 1.233224 0.0 0.0 0.0
C 0.141069 2.744195 1.745093 0.4 -0.7 -0.1
H -1.511644 1.639835 3.672229 0.0 0.0 0.0
C 2.729083 -3.088227 -1.323454 -0.3 0.0 0.0
C 3.948046 -0.327452 0.952755 -0.3 0.1 -0.4
H -0.213746 3.435027 -4.843304 0.0 0.0 0.0
C -0.038877 -1.895694 -3.479761 -0.2 -0.2 0.2
C -0.499494 2.274427 -1.694164 0.2 0.0 -0.4
H 1.891929 1.503866 1.778303 0.1 0.0 0.1
C -3.638600 1.436020 3.837433 0.0 0.0 0.0
C -4.836182 1.277605 3.151164 0.0 0.0 0.0
H -2.827975 -3.808576 -3.046742 0.0 0.1 0.0
H -0.900107 -2.464424 0.420590 0.0 -0.3 0.0
C -2.088072 -3.919688 -2.251949 0.4 0.0 0.3
C 1.670904 4.623484 3.068398 0.0 0.0 0.0
H -1.458455 4.194262 1.843823 0.0 0.0 0.0
H -3.061920 -1.136097 -0.860504 0.0 0.0 0.0
H 0.651323 -1.082487 -3.248010 0.0 0.0 0.0
C -3.659441 1.257571 1.056082 0.0 0.0 -0.1
H -1.783090 3.494957 -2.917449 0.0 0.0 0.0
Au 0.496278 -0.248918 0.010571 0.7 0.5 -0.6
C -0.426559 3.971981 2.086263 -0.1 0.0 -0.1
Si -1.174097 -2.290490 -2.037210 -0.5 1.0 0.0
H -2.614221 -4.216457 -1.343652 0.0 0.0 0.0
C 1.488482 1.561831 -2.625551 0.1 0.1 -0.1
C 0.032002 2.920289 -3.924330 0.0 0.0 0.1
H 2.465944 -3.344010 -2.351234 0.0 0.0 0.0
N 0.632738 1.576561 -1.594148 -0.1 0.1 0.5
H -1.416513 -4.729433 -2.535491 0.0 0.0 0.0
N 2.976497 -0.255939 0.349807 -0.1 -0.1 0.0
H -0.264020 -5.430273 0.049819 0.0 0.0 0.0
C -0.848177 2.952657 -2.863990 0.0 0.0 0.1
H 1.950296 2.198316 -4.613265 0.0 0.0 0.0
H -3.669758 1.155129 -0.022308 0.0 0.0 0.0
C -2.446411 1.511064 3.140327 0.1 0.1 0.0
C -4.846492 1.195221 1.763820 0.0 0.0 0.0
H 2.619348 -3.871657 1.934316 0.0 0.0 0.1
C -2.458250 1.448660 1.744062 0.3 -0.4 -0.1
C 1.234725 2.224106 -3.804667 0.0 0.0 0.0
C 1.466970 2.459234 2.053967 -0.1 0.0 0.0
H -0.619739 -1.599743 -4.355200 0.0 0.0 0.0
C 1.752430 -3.257780 1.682415 0.1 -0.3 -0.7
H 0.551264 -2.767553 -3.768044 0.0 0.0 0.0
H 3.006751 -2.035007 -1.301787 0.0 0.0 0.0
C -0.182543 -2.286034 -0.385789 -0.8 -0.2 0.3
H -3.126624 -0.855337 -2.605765 0.0 0.1 0.0
H 1.421900 -5.934089 -0.102279 0.1 0.1 0.1
C -2.458677 -0.918373 -1.743818 0.3 -0.3 -0.4
C 5.175663 -0.429711 1.727354 0.6 -0.2 0.5
C 0.675014 -5.224240 -0.464181 -0.3 0.3 -0.2
H 2.263630 5.358367 3.596205 0.0 0.0 0.0
H 2.399331 0.994224 -2.474356 0.0 0.0 0.0
Cl 5.386029 -2.137257 2.164766 0.0 0.2 -0.1
H -0.086697 5.856637 3.029984 0.0 0.0 0.0
Cl 4.970715 0.559399 3.189014 0.0 -0.1 -0.2
C 0.347149 4.906119 2.750715 0.0 0.0 0.0
P -0.896604 1.545734 0.873012 -0.8 -0.1 -0.5
Cl 6.536565 0.149006 0.764276 -0.2 -0.1 0.0
H 3.263325 3.188359 2.961765 0.0 0.0 0.0
```
Positions in Å, forces in eV/Å.